[1]
Entry from the Open Molecules 2025 dataset: a cluster of 2 separate species, C11H19BO5 in total at a distorted geometry (the ωB97M-V functional and the def2-TZVPD basis).

Values from the calculation:
highest occupied orbital energy	-0.38769	hartree
F_max	9.737	eV Å⁻¹
gap between HOMO and LUMO	8.83	eV
SMILES	O=C1C=C(CB(O)O)C(=O)O1.CCCCCC
molecular weight	242.1	g/mol

Each line ends with the natural charge from an NBO analysis.
Cartesian coordinates (Å):
O1 -4.7913 4.3758 -1.1496  -0.51
C1 -3.8557 3.4297 -0.9800  0.75
C2 -2.4095 3.8654 -0.3345  -0.26
C3 -1.5572 2.7622 -0.8563  -0.06
C4 0.0830 2.7414 -0.5285  -0.82
B1 0.7918 3.2500 -1.9620  1.23
O2 1.8096 2.4792 -2.7029  -0.94
O3 0.2598 4.5652 -2.4665  -0.95
C5 -2.4330 1.7124 -1.7630  0.76
O4 -1.9986 0.8439 -2.7015  -0.52
O5 -3.8374 1.9939 -1.3194  -0.52
H1 -2.1590 4.7929 0.3345  0.29
H2 0.4518 1.6834 -0.1878  0.26
H3 0.3352 3.5668 0.2966  0.27
H4 1.2645 1.9166 -3.3596  0.51
H5 -0.4470 4.3165 -3.1568  0.50
C6 0.5285 -4.0650 2.8979  -0.61
C7 1.6443 -3.5556 1.9977  -0.40
C8 1.7092 -2.0281 1.9315  -0.40
C9 0.4654 -1.3494 1.3439  -0.39
C10 0.0882 -1.7964 -0.0711  -0.40
C11 1.1614 -1.4784 -1.1005  -0.61
H6 -0.4559 -3.7575 2.5358  0.20
H7 0.5412 -5.1602 2.9310  0.21
H8 0.6537 -3.6934 3.9197  0.20
H9 1.5305 -3.9802 0.9951  0.19
H10 2.6010 -3.9292 2.3814  0.20
H11 2.5919 -1.7386 1.3487  0.20
H12 1.8748 -1.6335 2.9413  0.20
H13 0.6324 -0.2648 1.3416  0.19
H14 -0.3910 -1.5194 2.0073  0.20
H15 -0.8382 -1.2866 -0.3615  0.20
H16 -0.1352 -2.8671 -0.0887  0.20
H17 1.3602 -0.4022 -1.1340  0.20
H18 0.8319 -1.7927 -2.0967  0.21
H19 2.0986 -1.9972 -0.8830  0.20


[2]
Entry from the Open Molecules 2025 dataset: the molecule C9H11N3 at a distorted geometry (the ωB97M-V functional and the def2-TZVPD basis).

Values from the calculation:
highest occupied orbital energy	-0.26961	hartree
F_max	3.874	eV Å⁻¹
gap between HOMO and LUMO	8.03	eV
SMILES	Cc1cccc2c1N=C(N)NC2
energy relative to the best compared isomer or geometry (same formula, charge and spin)	31.0	kcal/mol
molecular weight	161.2	g/mol

Each line ends with the natural charge from an NBO analysis.
Cartesian coordinates (Å):
C1 1.8862 -2.0262 -1.0501  -0.63
C2 0.6065 -1.1634 -1.3250  -0.03
C3 -0.1331 -1.1186 -2.5220  -0.21
C4 -1.2699 -0.2827 -2.5981  -0.24
C5 -1.6143 0.5112 -1.4943  -0.20
C6 -0.9524 0.4357 -0.2982  -0.05
C7 0.2436 -0.3216 -0.2193  0.17
N1 0.8583 -0.1594 0.9636  -0.61
C8 0.5416 0.6365 1.8934  0.61
N2 1.3283 0.6158 3.0018  -0.80
N3 -0.4938 1.4736 1.8722  -0.60
C9 -1.4946 1.2349 0.8998  -0.23
H1 1.9105 -2.5501 -0.0550  0.23
H2 1.9901 -2.8772 -1.7245  0.21
H3 2.6716 -1.3481 -1.1863  0.22
H4 0.3063 -1.5053 -3.4653  0.21
H5 -1.6334 -0.2956 -3.5941  0.21
H6 -2.4073 1.2876 -1.4774  0.20
H7 1.5273 1.4508 3.5155  0.38
H8 2.1613 0.1257 2.8110  0.40
H9 -0.9286 1.7743 2.7141  0.39
H10 -2.4218 0.8569 1.2687  0.18
H11 -1.9072 2.1355 0.6134  0.19


[3]
Entry from the Open Molecules 2025 dataset: a cluster of 12 separate species, C4H32N2O12 in total at a distorted geometry (the ωB97M-V functional and the def2-TZVPD basis).

Values from the calculation:
highest occupied orbital energy (spin up / spin down)	0.01164 / -0.24120	hartree
F_max	2.224	eV Å⁻¹
charge	-1
gap between HOMO and LUMO (spin up / spin down)	2.12 / 8.93	eV
expectation value of S²	0.7507
2S+1	2
energy relative to the best compared isomer or geometry (same formula, charge and spin)	44.6	kcal/mol
molecular weight	300.3	g/mol

Each line ends with the natural charge from an NBO analysis.
Cartesian coordinates (Å):
O1 2.8230 1.4059 1.7010  -0.58
C1 2.1128 0.4492 1.5001  0.43
C2 0.8153 0.2821 2.2620  -0.18
C3 1.1050 -0.9574 3.1492  -0.74
N1 -0.2943 0.3171 1.2845  -0.71
C4 -1.5251 0.8385 1.9707  -0.07
N2 -2.3954 1.5614 1.0590  -0.87
H1 2.2977 -0.1703 0.5632  0.14
H2 0.7131 1.1711 2.9046  0.17
H3 1.8036 -1.6573 2.6651  0.20
H4 1.4577 -0.7092 4.1962  0.21
H5 0.2090 -1.5789 3.2805  0.21
H6 -0.1018 0.9730 0.4950  0.41
H7 -1.1210 1.4725 2.7690  0.15
H8 -2.1281 0.0116 2.3413  0.18
H9 -2.5850 0.9795 0.2526  0.36
H10 -2.2345 2.5211 0.7475  0.37
H11 -4.5486 -1.3508 -1.4041  0.47
H12 -3.9497 -2.5098 -0.5287  0.51
O2 -3.7518 -1.8595 -1.2442  -1.04
H13 0.3570 2.8198 -0.9566  0.47
H14 0.6300 1.4357 -1.5560  0.50
O3 -0.0343 1.9448 -1.0677  -0.97
H15 -1.3971 -0.1707 -3.9525  0.50
H16 -2.4724 -0.2702 -2.7238  0.47
O4 -2.3071 -0.1389 -3.6486  -1.00
H17 1.8486 -2.7908 -1.0272  0.46
H18 0.9367 -3.6235 -2.0456  0.47
O5 1.8321 -3.3084 -1.8545  -1.04
H19 4.0176 -2.6176 0.4482  0.44
H20 4.3682 -2.0771 -0.9556  0.47
O6 3.8722 -1.8406 -0.1497  -1.05
H21 0.0424 -1.1121 -1.5873  0.51
H22 1.4844 -0.9757 -1.5884  0.48
O7 0.7416 -0.4997 -1.9974  -1.03
H23 3.7900 3.4111 -0.3851  0.47
H24 2.9085 4.0045 0.5906  0.47
O8 3.0631 4.0545 -0.3582  -0.95
H25 -0.0376 3.2396 2.1743  0.48
H26 0.8522 4.5425 2.4192  0.47
O9 0.0142 4.1166 2.6077  -0.95
H27 0.3563 1.0061 -4.7817  0.47
H28 0.5453 -0.0702 -3.5967  0.51
O10 0.4152 0.0724 -4.5605  -1.00
H29 -3.6267 -2.5398 2.2074  0.44
H30 -2.5732 -1.9887 1.1074  0.47
O11 -3.4901 -2.2305 1.3059  -1.14
H31 -1.8987 -2.3449 -1.9601  0.51
H32 -1.6587 -1.2518 -0.7882  0.48
O12 -1.2812 -1.9864 -1.2839  -1.05